No. 1
Density functional theory data (wB97M-V/def2-TZVPD) for a structure of composition C16H15LaN in a non-equilibrium geometry.

Values from the calculation:
- energy relative to the best compared isomer or geometry (same formula, charge and spin) (kJ/mol) = 0.0
- max |F| (Eh/bohr) = 0.1027
- highest occupied orbital energy (alpha / beta) (eV) = -3.03 / -3.03

```
! RIJCOSX wB97M-V def2-TZVPD def2/J DEFGRID3
* xyz -1 1
C 0.07 -1.61 -2.13
C -1.25 -1.71 -1.61
C -1.19 -2.41 -0.37
C 0.18 -2.77 -0.13
C 0.95 -2.27 -1.22
La 0.30 0.19 0.32
C -1.27 2.57 -1.65
C -0.66 3.17 -2.71
C 0.53 3.24 -3.29
N 2.28 0.38 0.22
H -2.04 -2.74 0.23
H -2.17 -1.43 -2.13
H 0.54 -3.37 0.70
H 2.02 -2.42 -1.36
H 0.34 -1.22 -3.11
H -2.39 2.75 -1.95
H 2.65 1.10 -0.33
H -1.52 2.28 -0.47
H 0.61 3.37 -4.38
H 1.41 2.64 -2.94
C -0.04 0.13 2.63
C 0.08 0.06 3.85
C 0.15 -0.01 5.28
C -0.94 0.57 5.92
C -1.01 0.61 7.30
C 0.02 0.08 8.08
C 1.11 -0.53 7.44
C 1.19 -0.58 6.05
H -1.74 0.99 5.31
H -1.87 1.06 7.79
H -0.03 0.13 9.18
H 1.89 -0.96 8.05
H 2.03 -1.05 5.57
*
```

=====

No. 2
Density functional theory data (wB97M-V/def2-TZVPD) for an isolated molecule of C16H15NO5.

Values from the calculation:
- SMILES = COc1ccccc1CC(=O)Nc1ccc(O)cc1C(=O)O
- energy relative to the best compared isomer or geometry (same formula, charge and spin) (kJ/mol) = 29.0
- max |F| (Eh/bohr) = 0.0146
- highest occupied orbital energy (eV) = -8.06

```
! RIJCOSX wB97M-V def2-TZVPD def2/J DEFGRID3
* xyz 0 1
C 2.32 1.66 1.40
O 1.47 1.88 0.30
C 1.77 1.30 -0.89
C 2.91 0.54 -1.14
C 3.11 -0.01 -2.40
C 2.18 0.18 -3.40
C 1.05 0.93 -3.15
C 0.82 1.49 -1.91
C -0.40 2.31 -1.62
C -1.18 1.82 -0.40
O -1.80 2.57 0.32
N -1.13 0.46 -0.26
C -1.62 -0.33 0.77
C -2.44 0.19 1.77
C -2.92 -0.61 2.78
C -2.60 -1.97 2.83
O -3.05 -2.79 3.81
C -1.78 -2.50 1.84
C -1.29 -1.70 0.81
C -0.42 -2.32 -0.20
O 0.05 -1.76 -1.18
O -0.16 -3.61 0.02
H 2.40 0.59 1.64
H 1.86 2.18 2.24
H 3.32 2.07 1.22
H 3.64 0.38 -0.37
H 4.00 -0.60 -2.58
H 2.34 -0.26 -4.38
H 0.31 1.07 -3.94
H -0.13 3.34 -1.42
H -1.08 2.29 -2.47
H -0.56 -0.05 -0.93
H -2.69 1.24 1.75
H -3.55 -0.18 3.55
H -3.61 -2.30 4.42
H -1.54 -3.55 1.88
H 0.41 -3.95 -0.69
*
```

=====

No. 3
Density functional theory data (wB97M-V/def2-TZVPD) for a structure of composition C16H16AlB2Br8O18V in a non-equilibrium geometry.

Values from the calculation:
- energy relative to the best compared isomer or geometry (same formula, charge and spin) (kJ/mol) = 0.0
- max |F| (Eh/bohr) = 0.1200
- highest occupied orbital energy (eV) = -14.02

```
! RIJCOSX wB97M-V def2-TZVPD def2/J DEFGRID3
* xyz 2 1
O 4.53 -16.69 23.30
V 3.42 -17.44 22.50
O 3.47 -16.75 21.07
Al -2.73 -23.36 26.67
O -0.30 -24.10 25.63
C 0.25 -23.07 25.92
O 1.44 -22.66 25.61
B 1.58 -21.23 25.95
O 0.32 -20.86 26.64
C -0.47 -21.91 26.68
O -1.61 -22.01 27.04
O 2.81 -21.00 26.70
C 3.59 -20.16 26.04
O 4.65 -19.73 26.32
C 2.85 -19.78 24.75
O 1.70 -20.38 24.73
O 3.36 -19.11 23.87
O -3.25 -22.75 20.95
C -2.68 -21.93 21.58
O -2.13 -20.81 21.15
B -1.45 -20.10 22.27
O -1.76 -20.87 23.46
C -2.52 -21.88 23.14
O -2.93 -22.64 23.94
O -2.03 -18.75 22.31
C -1.09 -17.85 22.15
O -1.18 -16.67 22.10
C 0.24 -18.64 22.22
O -0.01 -19.92 22.19
O 1.33 -18.21 22.40
Br -6.54 -17.56 19.97
C -4.94 -16.95 19.00
C -3.83 -16.89 20.01
Br -2.21 -16.14 19.12
H -5.10 -16.01 18.48
H -4.75 -17.73 18.26
H -3.56 -17.82 20.50
H -4.00 -16.23 20.86
Br -1.88 -14.16 25.25
C -0.46 -15.49 25.01
C 0.76 -14.95 25.73
Br 2.36 -16.05 25.33
H -0.28 -15.59 23.94
H -0.82 -16.45 25.38
H 0.62 -14.90 26.81
H 0.94 -13.97 25.29
Br -5.36 -24.93 16.13
C -4.86 -25.56 17.90
C -4.26 -24.42 18.67
Br -2.76 -23.74 17.61
H -4.16 -26.39 17.82
H -5.73 -25.96 18.42
H -3.83 -24.65 19.64
H -4.93 -23.56 18.71
Br -4.78 -16.22 26.30
C -4.07 -17.21 24.78
C -5.20 -18.07 24.27
Br -5.59 -19.46 25.63
H -3.22 -17.83 25.07
H -3.65 -16.50 24.06
H -4.97 -18.59 23.34
H -6.15 -17.57 24.18
*
```

=====

No. 4
Density functional theory data (wB97M-V/def2-TZVPD) for a structure of composition C16H16As2Cl6CuO5.

Values from the calculation:
- energy relative to the best compared isomer or geometry (same formula, charge and spin) (kJ/mol) = 23.1
- max |F| (Eh/bohr) = 0.0171
- highest occupied orbital energy (eV) = -5.08

```
! RIJCOSX wB97M-V def2-TZVPD def2/J DEFGRID3
* xyz -1 1
Cu -0.23 -0.35 -0.73
C -3.66 -1.23 0.87
As -1.91 -0.40 1.14
C -2.55 1.45 1.08
C -1.87 -0.60 3.11
C -2.82 -1.40 3.75
C -2.81 -1.59 5.12
C -1.83 -0.99 5.89
C -0.87 -0.21 5.27
C -0.87 0.00 3.89
As 0.59 0.98 2.99
C 1.16 2.05 4.57
C 1.84 -0.52 3.20
H -4.39 -0.82 1.57
H -3.60 -2.31 1.00
H -3.98 -1.03 -0.15
H -3.38 1.60 1.77
H -2.87 1.66 0.06
H -1.74 2.13 1.34
H -3.58 -1.90 3.16
H -3.56 -2.22 5.58
H -1.82 -1.12 6.96
H -0.10 0.24 5.88
H 1.53 1.44 5.39
H 0.31 2.64 4.91
H 1.95 2.73 4.26
H 1.78 -0.94 4.21
H 2.86 -0.21 2.99
H 1.56 -1.29 2.48
Cl 6.22 0.91 -3.76
C 4.82 0.79 -2.76
C 3.66 0.19 -3.23
Cl 3.61 -0.42 -4.84
C 2.54 0.06 -2.41
Cl 1.10 -0.65 -3.03
C 2.52 0.53 -1.07
O 1.53 0.39 -0.27
C 3.71 1.22 -0.66
Cl 3.68 1.97 0.89
C 4.83 1.31 -1.47
Cl 6.25 2.09 -0.87
O -1.92 -1.07 -3.83
Cl -2.30 -0.92 -2.47
O -3.72 -1.09 -2.33
O -1.60 -1.89 -1.65
O -1.93 0.40 -1.99
*
```

=====

No. 5
Density functional theory data (wB97M-V/def2-TZVPD) for a cluster of 2 separate species, C16H16BCl3N2O in total in a non-equilibrium geometry.

Values from the calculation:
- energy relative to the best compared isomer or geometry (same formula, charge and spin) (kJ/mol) = 0.0
- max |F| (Eh/bohr) = 0.0477
- highest occupied orbital energy (eV) = -9.14

```
! RIJCOSX wB97M-V def2-TZVPD def2/J DEFGRID3
* xyz 0 1
Cl 2.29 -3.38 2.90
B 2.21 -1.85 1.83
Cl 1.83 -0.26 2.87
Cl 3.73 -1.50 0.89
O 1.08 -2.06 0.89
C 0.14 -1.18 0.89
C -1.15 -1.54 1.42
C -2.08 -0.51 1.67
C -3.28 -0.82 2.30
C -3.54 -2.14 2.71
C -2.57 -3.14 2.53
C -1.38 -2.85 1.89
H 0.39 -0.12 0.80
H -1.78 0.50 1.39
H -4.00 -0.03 2.50
H -4.46 -2.40 3.25
H -2.70 -4.17 2.90
H -0.59 -3.59 1.79
C 0.93 4.57 -0.22
C 0.25 4.37 -1.43
C 0.11 3.08 -1.94
C 0.66 1.98 -1.24
C 0.52 0.61 -1.80
N 0.44 -0.57 -1.18
C 0.73 -1.60 -2.19
C 0.67 -0.88 -3.56
N 0.55 0.51 -3.15
C 1.40 2.18 -0.07
C 1.49 3.47 0.46
H 1.05 5.58 0.18
H -0.15 5.22 -2.00
H -0.42 2.92 -2.88
H 1.77 -1.99 -2.04
H 0.01 -2.43 -2.13
H 1.58 -1.03 -4.15
H -0.21 -1.23 -4.11
H 0.58 1.32 -3.79
H 1.89 1.32 0.41
H 2.04 3.60 1.40
*
```

=====

No. 6
Density functional theory data (wB97M-V/def2-TZVPD) for a structure of composition C16H16BMgN9O7 in a non-equilibrium geometry.

Values from the calculation:
- energy relative to the best compared isomer or geometry (same formula, charge and spin) (kJ/mol) = 312.7
- max |F| (Eh/bohr) = 0.0580
- highest occupied orbital energy (alpha / beta) (eV) = -6.37 / -6.77

```
! RIJCOSX wB97M-V def2-TZVPD def2/J DEFGRID3
* xyz 0 1
H 0.89 3.27 -0.31
N 0.58 1.59 -1.59
B -0.21 0.09 -3.52
N 0.16 1.47 -2.91
C 0.18 2.69 -3.50
Mg 1.89 0.49 -0.35
H 0.03 2.82 -4.56
C 0.49 3.63 -2.51
H 0.59 4.69 -2.63
C 0.67 2.91 -1.32
H -0.12 0.17 -4.72
C -1.99 -2.23 1.26
H -1.58 -2.55 2.21
H -1.36 -2.38 0.38
H -3.07 -2.30 1.09
N -1.72 -0.32 -3.25
N 0.84 -0.95 -3.01
N -2.19 -0.47 -1.96
N 1.42 -1.05 -1.74
C -2.73 -0.53 -4.13
C 1.34 -1.92 -3.80
H -2.57 -0.46 -5.21
H 1.11 -1.95 -4.86
C -3.89 -0.82 -3.40
C 2.15 -2.74 -3.03
C -3.49 -0.76 -2.04
C 2.11 -2.21 -1.73
H -4.87 -1.04 -3.78
H 2.68 -3.61 -3.38
H -4.11 -0.91 -1.17
H 2.55 -2.64 -0.84
H -2.77 -0.29 1.37
O 0.25 0.79 7.34
N 1.26 0.81 6.61
O 2.42 0.92 7.06
C 1.08 0.72 5.18
C -0.21 0.54 4.66
C -0.40 0.29 3.28
C 0.74 0.34 2.38
O 0.58 0.34 1.12
C 2.06 0.49 2.98
C 2.20 0.71 4.35
N 3.30 0.48 2.25
O 4.34 0.61 2.90
O 3.37 0.29 0.98
N -1.65 0.02 2.80
O -2.66 0.06 3.49
O -1.82 -0.44 1.44
H -1.06 0.58 5.33
H 3.18 0.78 4.79
*
```